Computed, not measured: 7 unconnected molecules or ions with the total composition C45H74F9IN9O15PS4 in a non-equilibrium geometry, with wB97M-V/def2-TZVPD.

Geometry as ORCA input:
```
! wB97M-V def2-TZVPD RIJCOSX def2/J DEFGRID3
* xyz 0 1
N -0.26 1.05 -4.85
C -1.01 1.58 -3.79
C -1.53 0.65 -2.58
C -3.13 0.54 -2.23
C -3.93 -0.08 -3.47
S -2.99 -1.10 -4.74
O -2.73 -0.24 -6.04
O -3.94 -2.25 -5.29
C -3.20 -0.23 -0.75
C -2.21 -1.51 -0.57
C -2.56 -2.96 -1.12
C -3.59 -3.50 -2.25
C -3.80 -5.09 -2.71
C -2.89 -6.26 -1.99
C -1.84 -5.77 -0.83
C -1.65 -4.19 -0.41
S -4.87 -0.72 -0.11
O -5.80 -1.52 -1.05
O -5.72 0.59 0.17
C -5.00 -1.62 1.51
F -3.82 -1.77 2.36
F -5.98 -0.88 2.42
C -5.70 -3.13 1.44
F -7.18 -3.00 1.13
F -5.13 -4.02 0.40
C -5.63 -3.99 2.83
F -5.66 -3.24 4.09
F -6.89 -4.83 2.83
C -4.41 -5.10 2.90
F -4.24 -5.46 4.35
F -3.09 -4.61 2.43
F -4.78 -6.39 2.22
C -2.66 0.79 0.48
C -2.76 2.36 0.34
C -3.85 3.01 1.43
C -4.59 4.38 0.83
C -3.59 5.69 0.82
C -3.10 6.20 2.30
C -4.30 6.94 3.17
C -4.58 6.20 4.64
C -5.76 5.10 4.37
S -6.57 4.41 5.91
C -7.76 3.08 5.22
N -9.21 2.82 5.57
N -9.54 1.76 4.70
C -8.36 1.36 3.83
O -7.18 2.20 4.16
P -1.07 3.08 1.03
O 0.24 2.75 -0.06
I -0.56 1.98 3.22
O -2.95 3.05 -0.89
S -3.83 2.32 -2.10
O -3.60 3.18 -3.40
O -5.37 2.40 -2.04
H -0.15 0.02 -4.75
H -1.10 2.77 -3.85
H -1.02 -0.41 -2.80
H -0.92 1.02 -1.62
H -4.33 0.82 -4.14
H -4.90 -0.70 -3.26
H -1.86 -1.76 -4.27
H -1.06 -1.32 -0.84
H -2.08 -1.65 0.61
H -4.28 -2.72 -2.77
H -4.58 -5.40 -3.54
H -2.99 -7.40 -2.23
H -1.18 -6.57 -0.25
H -0.84 -3.95 0.43
H -1.52 0.51 0.70
H -3.21 0.51 1.50
H -3.29 3.40 2.41
H -4.62 2.22 1.84
H -5.43 4.64 1.64
H -5.17 4.20 -0.17
H -4.13 6.56 0.24
H -2.61 5.43 0.18
H -2.29 7.05 2.11
H -2.53 5.37 2.93
H -4.11 8.10 3.32
H -5.31 6.85 2.54
H -4.82 6.98 5.48
H -3.58 5.62 4.88
H -5.26 4.21 3.77
H -6.64 5.56 3.71
H -8.26 0.55 2.99
H 1.07 3.22 0.27
C 5.16 2.52 4.69
C 3.91 1.81 4.25
O 3.36 2.06 3.18
N 3.40 0.85 5.08
C 3.90 0.43 6.36
H 5.46 3.25 3.93
H 4.97 3.05 5.63
H 5.97 1.80 4.81
H 2.56 0.41 4.72
H 4.12 -0.64 6.30
H 3.13 0.60 7.11
H 4.81 0.96 6.65
C 1.96 -5.24 -4.89
C 1.37 -4.50 -3.72
O 0.64 -3.52 -3.86
N 1.69 -4.94 -2.46
C 2.53 -6.06 -2.10
H 1.63 -4.78 -5.82
H 3.05 -5.20 -4.85
H 1.62 -6.28 -4.87
H 1.26 -4.39 -1.72
H 1.93 -6.75 -1.51
H 3.34 -5.68 -1.48
H 2.93 -6.57 -2.97
C 6.13 -0.98 -1.77
C 5.25 -2.20 -1.66
O 5.55 -3.17 -0.96
N 4.09 -2.21 -2.38
C 3.57 -1.18 -3.25
H 7.02 -1.11 -1.15
H 6.45 -0.84 -2.80
H 5.58 -0.10 -1.41
H 3.55 -3.06 -2.26
H 2.60 -0.87 -2.87
H 3.45 -1.60 -4.25
H 4.23 -0.31 -3.30
C 3.88 5.15 2.21
C 3.49 6.56 1.88
O 2.37 6.85 1.47
N 4.43 7.53 2.04
C 5.79 7.38 2.50
H 3.03 4.48 2.03
H 4.71 4.83 1.57
H 4.16 5.07 3.26
H 4.11 8.46 1.80
H 5.92 7.99 3.40
H 6.46 7.75 1.72
H 6.04 6.35 2.74
C 9.07 3.37 0.65
C 8.75 4.84 0.73
O 9.25 5.57 1.58
N 7.88 5.35 -0.19
C 7.20 4.66 -1.25
H 9.77 3.10 1.44
H 8.15 2.79 0.79
H 9.52 3.14 -0.31
H 7.72 6.35 -0.08
H 7.49 5.12 -2.20
H 6.13 4.78 -1.10
H 7.45 3.60 -1.28
C 2.87 -10.14 -3.50
C 2.91 -8.97 -4.44
O 2.14 -8.01 -4.33
N 3.84 -8.99 -5.44
C 4.81 -10.02 -5.73
H 2.09 -9.98 -2.75
H 2.65 -11.05 -4.05
H 3.83 -10.23 -2.98
H 3.81 -8.17 -6.04
H 5.81 -9.56 -5.68
H 4.64 -10.38 -6.74
H 4.76 -10.85 -5.02
*
```

As for the SMILES: [H]/N=C\C[C@@]1(C[SH](=O)=O)[C@](Cc2ccccc2)(S(=O)(=O)C(F)(F)C(F)(F)C(F)(F)C(F)(F)F)C[C@@](CCCCCCCSc2nnco2)(P(O)I)OS1(=O)=O.CNC(C)=O.CNC(C)=O.CNC(C)=O.CNC(C)=O.CNC(C)=O.CNC(C)=O.

=====

Computed, not measured: 13 unconnected molecules or ions with the total composition C45H76F2O21 in a non-equilibrium geometry, with wB97M-V/def2-TZVPD.

Geometry as ORCA input:
```
! wB97M-V def2-TZVPD RIJCOSX def2/J DEFGRID3
* xyz 0 1
F 0.52 0.92 4.88
C 0.04 2.23 4.98
C -1.06 2.54 4.21
C -1.54 3.89 4.24
C -0.81 4.77 5.02
C 0.28 4.42 5.85
C 0.70 3.07 5.88
H -1.49 1.78 3.54
H -2.42 4.13 3.63
H -1.01 5.88 4.97
H 0.83 5.22 6.39
H 1.49 2.65 6.54
F 2.84 2.76 -1.39
C 3.10 3.58 -0.35
C 2.77 3.10 0.91
C 3.01 3.92 2.05
C 3.49 5.18 1.88
C 3.89 5.62 0.61
C 3.71 4.82 -0.55
H 2.24 2.13 1.02
H 2.75 3.52 3.01
H 3.75 5.79 2.81
H 4.21 6.65 0.58
H 3.97 5.18 -1.53
C 6.89 0.94 0.20
O 7.25 0.08 -0.95
C 6.67 -1.09 -1.04
O 5.81 -1.55 -0.36
O 7.30 -1.86 -1.95
C 8.69 -1.45 -2.19
H 7.40 1.80 -0.06
H 7.20 0.59 1.14
H 5.85 1.08 0.15
H 9.12 -2.30 -2.74
H 9.20 -1.35 -1.30
H 8.80 -0.49 -2.81
C -1.35 -0.43 1.25
O -0.62 -0.80 0.04
C 0.73 -0.81 0.28
O 1.22 -0.46 1.33
O 1.27 -1.32 -0.81
C 2.72 -1.21 -0.89
H -2.31 -0.93 1.15
H -1.48 0.66 1.36
H -0.76 -0.86 2.05
H 2.96 -0.41 -1.59
H 3.08 -2.13 -1.31
H 3.14 -1.04 0.08
C -0.29 5.12 0.00
O -0.48 4.33 -1.17
C -1.42 3.39 -0.97
O -1.94 3.17 0.12
O -1.65 2.76 -2.13
C -2.62 1.59 -1.94
H 0.12 4.47 0.80
H -1.16 5.61 0.41
H 0.41 5.87 -0.31
H -2.20 0.89 -1.14
H -2.54 1.12 -2.91
H -3.61 1.93 -1.65
C -2.32 -4.22 -0.70
O -1.02 -4.30 -0.08
C -0.94 -3.95 1.19
O -1.92 -3.60 1.79
O 0.28 -4.00 1.70
C 0.53 -3.20 2.90
H -3.03 -4.79 -0.07
H -2.28 -4.64 -1.70
H -2.64 -3.17 -0.78
H -0.02 -3.68 3.74
H 0.07 -2.24 2.83
H 1.58 -3.23 3.07
C -4.74 1.15 1.49
O -5.56 1.05 2.71
C -4.81 0.78 3.81
O -3.65 0.61 3.86
O -5.68 0.72 4.82
C -4.98 0.61 6.13
H -5.53 1.25 0.69
H -4.23 0.26 1.36
H -4.01 2.00 1.59
H -4.64 -0.43 6.22
H -5.71 0.87 6.89
H -4.25 1.43 6.18
C 5.83 0.31 -4.46
C 5.94 1.42 -3.45
O 5.15 1.47 -2.51
C 7.08 2.36 -3.66
H 6.20 -0.60 -4.06
H 6.42 0.51 -5.40
H 4.77 0.16 -4.66
H 8.02 1.82 -3.68
H 7.18 3.16 -2.88
H 6.92 2.73 -4.67
C -2.18 -1.93 5.64
C -2.83 -2.52 6.87
O -4.02 -2.50 7.08
C -1.87 -3.25 7.82
H -1.83 -2.77 5.00
H -1.26 -1.36 5.84
H -2.96 -1.42 5.04
H -0.97 -2.68 7.81
H -1.62 -4.22 7.41
H -2.23 -3.35 8.84
C -7.29 -1.90 -0.11
C -5.89 -1.93 0.32
O -5.00 -1.25 -0.23
C -5.53 -2.75 1.54
H -7.35 -1.15 -0.89
H -7.99 -1.63 0.72
H -7.72 -2.83 -0.49
H -6.00 -2.34 2.38
H -4.45 -2.72 1.66
H -5.90 -3.77 1.34
C -4.66 -2.19 -5.96
C -4.01 -1.17 -5.02
O -3.88 -0.02 -5.35
C -3.51 -1.65 -3.66
H -5.30 -2.86 -5.39
H -3.84 -2.77 -6.29
H -5.08 -1.70 -6.80
H -2.56 -2.24 -3.77
H -4.35 -2.29 -3.34
H -3.36 -0.91 -2.88
C 1.32 2.07 -4.65
C 1.20 0.55 -4.85
O 2.08 -0.21 -5.17
C -0.27 -0.03 -4.62
H 0.33 2.58 -4.89
H 2.12 2.55 -5.10
H 1.54 2.28 -3.57
H -0.15 -0.98 -4.10
H -0.74 -0.32 -5.56
H -1.01 0.64 -4.15
C 0.93 -4.50 -3.55
C 0.22 -3.88 -4.81
O -0.94 -3.62 -4.78
C 1.12 -3.76 -6.04
H 1.90 -4.94 -3.89
H 0.14 -5.11 -3.05
H 1.11 -3.67 -2.85
H 1.78 -4.61 -6.08
H 1.64 -2.79 -5.99
H 0.43 -3.49 -6.90
*
```

=====

Computed, not measured: 4 unconnected molecules or ions with the total composition C45H77BN2O19 in a non-equilibrium geometry, with wB97M-V/def2-TZVPD.

Geometry as ORCA input:
```
! wB97M-V def2-TZVPD RIJCOSX def2/J DEFGRID3
* xyz 0 1
C 1.70 -6.27 -0.44
C 1.98 -4.72 0.03
N 0.94 -3.72 -0.52
C 1.63 -2.38 -0.40
C 0.63 -1.08 -0.34
C -0.94 -1.42 0.01
C -2.15 -1.65 -1.10
B -1.68 -1.49 -2.70
O -0.98 -0.27 -3.23
O -1.96 -2.54 -3.73
C -3.73 -2.00 -0.67
C -4.93 -2.27 -1.78
C -5.58 -3.81 -1.65
O -6.91 -3.87 -1.38
O -4.82 -5.05 -1.86
C -5.82 -6.14 -2.11
C -6.00 -7.27 -0.90
O -6.53 -6.22 -3.28
C -4.14 -2.09 0.95
C -5.72 -2.38 1.43
C -6.75 -1.15 0.96
C -5.96 0.29 0.89
N -5.31 0.66 2.23
C -2.93 -1.86 2.06
C -1.35 -1.52 1.63
C -0.23 -1.26 2.85
O 1.04 -1.66 2.81
C -0.89 -0.49 4.18
C -2.31 -0.81 4.58
C -3.09 -0.08 5.86
C -2.64 1.49 6.08
C -2.64 2.40 4.71
C -1.23 3.29 4.75
O -0.16 3.04 3.98
O -1.22 4.40 5.75
C -3.17 -1.96 3.71
O -3.92 -2.88 4.32
C 0.70 -4.14 -1.95
C 1.74 -4.00 -3.21
O -0.50 -4.73 -2.22
H 2.13 -6.49 -1.53
H 0.54 -6.55 -0.52
H 2.20 -7.09 0.26
H 3.00 -4.40 -0.49
H 2.13 -4.64 1.18
H 2.43 -2.16 -1.23
H 2.25 -2.42 0.62
H 1.05 -0.38 0.53
H 0.80 -0.47 -1.33
H -1.32 0.56 -2.74
H -1.66 -2.20 -4.63
H -5.84 -1.51 -1.65
H -4.59 -2.17 -2.89
H -4.93 -7.77 -0.79
H -6.18 -6.67 0.09
H -6.85 -8.03 -1.17
H -6.10 -3.45 1.07
H -5.82 -2.41 2.61
H -7.30 -1.47 -0.03
H -7.58 -1.09 1.80
H -6.79 1.13 0.72
H -5.21 0.33 -0.01
H -5.53 1.68 2.36
H -4.26 0.65 2.03
H -0.26 0.31 4.79
H -4.24 -0.05 5.53
H -2.98 -0.71 6.85
H -1.63 1.60 6.64
H -3.47 1.96 6.79
H -3.51 3.22 4.70
H -2.76 1.80 3.71
H -0.31 4.83 5.80
H 1.96 -2.84 -3.39
H 2.80 -4.48 -2.95
H 1.35 -4.42 -4.23
C 3.62 5.40 -1.13
O 4.42 4.25 -0.94
C 4.06 3.52 0.23
C 4.55 2.08 0.14
O 3.71 1.24 -0.66
C 3.79 1.45 -2.08
C 5.08 0.91 -2.69
O 6.15 1.84 -2.49
C 7.42 1.23 -2.63
H 3.72 6.08 -0.28
H 3.95 5.91 -2.04
H 2.57 5.12 -1.26
H 2.97 3.53 0.36
H 4.53 4.02 1.09
H 4.52 1.64 1.15
H 5.59 2.02 -0.19
H 3.62 2.50 -2.33
H 2.95 0.89 -2.50
H 4.96 0.78 -3.76
H 5.33 -0.06 -2.23
H 7.56 0.45 -1.87
H 8.19 1.99 -2.47
H 7.54 0.81 -3.63
C -7.14 2.23 -4.43
O -8.07 2.96 -3.64
C -8.54 2.21 -2.52
C -9.10 3.15 -1.45
O -8.08 3.75 -0.65
C -7.32 4.79 -1.28
C -8.11 6.09 -1.45
O -8.95 6.01 -2.60
C -9.99 6.97 -2.56
H -7.60 1.32 -4.82
H -6.83 2.86 -5.27
H -6.25 1.98 -3.84
H -7.73 1.61 -2.10
H -9.33 1.54 -2.88
H -9.70 2.55 -0.76
H -9.76 3.90 -1.88
H -6.89 4.44 -2.22
H -6.48 4.99 -0.61
H -7.41 6.92 -1.61
H -8.70 6.28 -0.55
H -10.64 6.80 -1.70
H -10.60 6.86 -3.47
H -9.58 7.99 -2.53
C 11.06 2.57 0.76
O 10.87 1.29 1.34
C 9.52 0.84 1.22
C 9.45 -0.68 1.37
O 9.81 -1.38 0.17
C 11.21 -1.38 -0.15
C 12.02 -2.31 0.77
O 12.30 -1.65 2.01
C 12.66 -2.57 3.03
H 10.43 3.32 1.25
H 12.11 2.86 0.89
H 10.85 2.54 -0.32
H 9.10 1.13 0.25
H 8.94 1.32 2.01
H 8.40 -0.95 1.56
H 10.03 -1.03 2.22
H 11.61 -0.37 -0.17
H 11.27 -1.78 -1.17
H 12.98 -2.54 0.29
H 11.46 -3.23 0.95
H 11.83 -3.25 3.23
H 12.87 -2.00 3.94
H 13.55 -3.14 2.74
*
```

As for the SMILES: CCN(CCc1c(B(O)O)c(CC(=O)OC(C)=O)c(CCCN)c2c1C(=O)C=C(CCCC(=O)O)C2=O)C(C)=O.COCCOCCOC.COCCOCCOC.COCCOCCOC. The energy relative to the best compared isomer or geometry (same formula, charge and spin) comes out at 478.61 kcal/mol.

=====

| no. | gap between HOMO and LUMO (hartree) | LUMO energy (eV) | E_HOMO (eV) |
| --- | --- | --- | --- |
| 1 | 0.2571 | -1.643 | -8.64 |
| 2 | 0.3578 | 0.579 | -9.16 |
| 3 | 0.2613 | -1.499 | -8.61 |